No. 1
Entry from the Open Molecules 2025 dataset: a single C5H10OS molecule (wB97M-V/def2-TZVPD).

Summary:
Frontier orbital gap, eV: 9.290
Energy above the lowest of the compared OMol25 structures with the same formula, charge and spin, kcal per mole: 20.8
SMILES: CSCCCC=O
Total energy, eV: -18228.99837

Geometry (Å):
C  1.292  -0.241  1.972
S  -0.446  0.034  2.375
C  -1.426  0.399  0.847
C  -0.707  0.751  -0.454
C  0.164  -0.363  -1.031
C  0.319  -0.488  -2.525
O  -0.593  -0.507  -3.303
H  1.470  -1.084  1.311
H  1.795  -0.475  2.901
H  1.720  0.661  1.535
H  -2.181  -0.387  0.798
H  -1.926  1.315  1.150
H  -1.498  0.916  -1.187
H  -0.179  1.681  -0.254
H  -0.322  -1.295  -0.725
H  1.150  -0.336  -0.571
H  1.369  -0.582  -2.840

These are the Löwdin partial charges, in e, on atoms 1 to 5: -0.443, 0.785, -0.489, -0.237, -0.175

---

No. 2
Entry from the Open Molecules 2025 dataset: 2 unconnected molecules or ions with the total composition C5H10S (wB97M-V/def2-TZVPD).

Summary:
Frontier orbital gap (spin up / spin down), eV: 9.134 / 6.738
Energy above the lowest of the compared OMol25 structures with the same formula, charge and spin, kcal per mole: 133.5
Total energy, eV: -16176.68660

Geometry (Å):
C  2.286  -0.804  -0.600
C  1.859  0.292  -1.065
C  -0.495  -0.063  1.569
C  -1.777  0.628  -0.570
C  -1.044  -0.401  0.248
S  -1.094  -1.979  -0.492
H  2.930  -1.487  -1.277
H  2.415  -1.305  0.431
H  1.330  1.236  -0.879
H  -0.673  1.013  1.793
H  -0.928  -0.686  2.364
H  0.496  -0.211  1.727
H  -1.920  0.348  -1.630
H  -1.369  1.576  -0.636
H  -2.779  0.834  -0.033
H  -2.068  -1.726  -1.247

These are the Löwdin partial charges, in e, on atoms 1 to 5: -0.186, 0.017, -0.137, -0.170, -0.728

---

No. 3
Entry from the Open Molecules 2025 dataset: a single C5H10S molecule (wB97M-V/def2-TZVPD).

Summary:
Frontier orbital gap, eV: 8.474
Energy above the lowest of the compared OMol25 structures with the same formula, charge and spin, kcal per mole: 30.2
SMILES: CC(C)CC=S
Total energy, eV: -16181.16824

Geometry (Å):
C  0.096  1.792  -0.358
C  0.179  0.213  -0.446
C  -0.951  -0.499  -1.309
C  0.110  -0.228  1.042
C  0.706  -1.518  1.419
S  2.268  -1.848  1.634
H  -0.649  2.124  0.379
H  -0.127  2.209  -1.381
H  1.127  2.059  -0.011
H  1.169  -0.093  -0.952
H  -1.914  -0.287  -0.863
H  -0.932  -0.100  -2.369
H  -0.653  -1.539  -1.255
H  0.436  0.567  1.690
H  -0.918  -0.452  1.365
H  0.053  -2.401  1.416

These are the Löwdin partial charges, in e, on atoms 1 to 5: -0.087, -0.395, -0.072, -0.301, -0.693

---

No. 4
Entry from the Open Molecules 2025 dataset: a single C5H10S2 molecule (wB97M-V/def2-TZVPD).

Summary:
Frontier orbital gap (spin up / spin down), eV: 6.838 / 7.297
Energy above the lowest of the compared OMol25 structures with the same formula, charge and spin, kcal per mole: 100.3
Total energy, eV: -27012.83728

Geometry (Å):
C  2.537  -0.932  0.005
C  -0.799  -1.173  0.856
C  3.597  0.049  -0.198
C  -2.694  1.230  0.300
C  -2.330  0.373  -0.829
S  0.843  -0.642  -0.029
S  -2.136  -1.348  -0.072
H  2.883  -1.990  0.176
H  -0.671  -2.104  1.565
H  4.389  -0.358  -0.794
H  4.118  0.428  0.819
H  3.188  1.036  -0.675
H  -2.837  2.263  -0.113
H  -3.689  0.944  0.909
H  -1.949  1.402  0.983
H  -1.337  0.607  -1.271
H  -3.113  0.215  -1.632

These are the Löwdin partial charges, in e, on atoms 1 to 5: -0.571, -0.813, -0.228, -0.231, -0.494

---

No. 5
Entry from the Open Molecules 2025 dataset: 2 unconnected molecules or ions with the total composition C5H10Si (wB97M-V/def2-TZVPD).

Summary:
Frontier orbital gap, eV: 10.385
Energy above the lowest of the compared OMol25 structures with the same formula, charge and spin, kcal per mole: 74.7
SMILES: C=C[SiH2]C.C#C
Total energy, eV: -13220.60078

Geometry (Å):
C  -1.173  -3.259  -0.737
C  -0.769  -2.555  0.336
Si  -0.666  -0.607  0.244
C  0.133  0.314  1.657
H  -1.105  -4.317  -0.657
H  -1.540  -2.816  -1.629
H  -0.784  -3.084  1.206
H  0.109  -0.488  -1.018
H  -1.996  -0.399  -0.004
H  0.135  1.408  1.500
H  -0.481  -0.053  2.493
H  1.052  -0.040  1.982
C  1.598  4.111  -1.873
C  1.947  3.843  -0.768
H  1.255  4.360  -2.922
H  2.284  3.583  0.191

These are the Löwdin partial charges, in e, on atoms 1 to 5: -0.090, -0.290, 0.629, -0.251, 0.035

---

No. 6
Entry from the Open Molecules 2025 dataset: a molecular structure, C5H11AlFO2 (wB97M-V/def2-TZVPD).

Summary:
Frontier orbital gap, eV: 8.114
Energy above the lowest of the compared OMol25 structures with the same formula, charge and spin, kcal per mole: 19.9
Total charge: -1
Total energy, eV: -18774.98832

Geometry (Å):
C  -0.216  -2.071  -1.017
C  -1.413  -1.084  -0.696
F  -1.935  -1.285  0.577
C  -1.067  0.407  -1.022
C  -0.185  1.152  0.045
C  1.399  1.090  -0.102
O  1.950  1.792  1.033
Al  1.054  0.861  2.386
O  -0.535  1.056  1.407
H  0.619  -1.479  -1.454
H  0.080  -2.567  -0.064
H  -0.587  -2.849  -1.726
H  -2.233  -1.380  -1.403
H  -2.033  0.967  -1.076
H  -0.521  0.417  -1.991
H  -0.378  2.238  -0.214
H  1.832  1.688  -0.948
H  1.836  0.056  -0.116
H  1.598  -0.630  2.627
H  0.736  1.621  3.752

These are the Löwdin partial charges, in e, on atoms 1 to 5: -0.043, -0.375, -0.034, -0.102, -0.421

---

No. 7
Entry from the Open Molecules 2025 dataset: a molecular structure, C5H11AlNO2 (wB97M-V/def2-TZVPD).

Summary:
Frontier orbital gap, eV: 8.166
Energy above the lowest of the compared OMol25 structures with the same formula, charge and spin, kcal per mole: 2.2
Total charge: -1
Total energy, eV: -17545.51618

Geometry (Å):
O  -1.124  -2.001  -1.308
C  0.022  -1.659  -1.138
O  0.582  -1.466  0.049
C  1.175  -0.103  0.209
C  2.658  -0.034  -0.024
Al  3.237  1.935  0.097
H  0.709  -1.556  -1.996
H  0.899  0.234  1.209
H  0.658  0.568  -0.490
H  2.865  -0.432  -1.027
H  3.183  -0.676  0.693
H  4.796  2.052  0.522
H  2.958  2.586  -1.369
H  2.248  2.613  1.203
C  -4.035  -0.807  0.522
C  -4.077  0.646  0.638
N  -4.152  1.791  0.738
H  -3.437  -1.230  1.327
H  -5.050  -1.194  0.583
H  -3.589  -1.098  -0.427

These are the Löwdin partial charges, in e, on atoms 1 to 5: 0.041, -0.397, -0.062, -0.297, -0.352

---

No. 8
Entry from the Open Molecules 2025 dataset: a gas-phase ion, C5H11BNO3 (charge +1) (wB97M-V/def2-TZVPD).

Summary:
Frontier orbital gap, eV: 9.973
Energy above the lowest of the compared OMol25 structures with the same formula, charge and spin, kcal per mole: 8.8
Total charge: +1
SMILES: CC1=C[N@H+](C)[C@@H](B(O)O)O1
Total energy, eV: -13667.00589

Geometry (Å):
C  0.383  -1.712  2.605
C  0.365  -0.907  1.355
C  1.059  0.210  1.010
N  0.445  0.780  -0.189
C  -0.204  2.046  0.360
C  -0.591  -0.194  -0.613
B  -0.463  -0.385  -2.226
O  0.716  0.010  -2.763
O  -1.572  -0.719  -2.840
O  -0.515  -1.256  0.384
H  0.960  -1.240  3.438
H  0.785  -2.732  2.440
H  -0.639  -1.900  3.019
H  1.732  0.848  1.551
H  0.984  0.897  -1.047
H  -0.748  1.754  1.326
H  0.537  2.867  0.627
H  -0.948  2.311  -0.424
H  -1.566  0.228  -0.377
H  0.874  -0.114  -3.761
H  -1.593  -0.793  -3.874

These are the Löwdin partial charges, in e, on atoms 1 to 5: 0.011, -0.285, 0.007, -0.074, 0.037

---

No. 9
Entry from the Open Molecules 2025 dataset: 2 unconnected molecules or ions with the total composition C5H11BNO3 (wB97M-V/def2-TZVPD).

Summary:
Frontier orbital gap (spin up / spin down), eV: 7.387 / 5.956
Expectation value of S²: 2.014
Energy above the lowest of the compared OMol25 structures with the same formula, charge and spin, kcal per mole: 13.0
Total charge: +1
Spin multiplicity: 3
Total energy, eV: -13660.87508

Geometry (Å):
B  0.809  -1.470  0.102
C  0.570  0.061  0.225
C  -1.749  0.399  0.257
C  1.211  1.178  -0.068
C  -2.651  1.175  0.765
C  2.688  1.059  -0.334
N  -2.200  -0.747  -0.528
O  0.727  2.431  -0.036
O  -0.208  -2.441  -0.004
O  2.051  -1.870  0.406
H  -3.703  1.013  0.436
H  0.031  2.743  0.477
H  -2.488  2.206  1.330
H  2.952  0.872  -1.423
H  3.146  0.241  0.256
H  3.134  2.072  -0.077
H  -2.005  -0.575  -1.573
H  -3.267  -0.822  -0.408
H  -1.657  -1.613  -0.298
H  0.073  -3.215  0.452
H  2.536  -2.694  0.046

These are the Löwdin partial charges, in e, on atoms 1 to 5: -0.639, 0.194, -0.185, -0.336, -0.012

---

No. 10
Entry from the Open Molecules 2025 dataset: a single C5H11BO molecule (wB97M-V/def2-TZVPD).

Summary:
Frontier orbital gap, eV: 10.473
Energy above the lowest of the compared OMol25 structures with the same formula, charge and spin, kcal per mole: 0.0
SMILES: COB1CCCC1
Total energy, eV: -8087.17812

Geometry (Å):
C  -2.974  0.147  0.062
O  -1.840  -0.715  0.125
B  -0.548  -0.472  -0.060
C  0.221  0.922  -0.255
C  1.563  0.695  0.272
C  1.819  -0.761  -0.144
C  0.559  -1.543  0.010
H  -3.573  -0.190  -0.746
H  -2.651  1.132  0.063
H  -3.594  -0.154  1.050
H  0.282  1.282  -1.277
H  -0.048  1.770  0.366
H  2.394  1.314  0.043
H  1.348  0.678  1.372
H  2.563  -1.170  0.533
H  2.073  -0.837  -1.218
H  0.391  -1.818  1.035
H  0.609  -2.411  -0.590

These are the Löwdin partial charges, in e, on atoms 1 to 5: -0.033, 0.028, -0.478, -0.129, -0.237

---

No. 11
Entry from the Open Molecules 2025 dataset: a single C5H11BO3S molecule (wB97M-V/def2-TZVPD).

Summary:
Frontier orbital gap (spin up / spin down), eV: 7.357 / 7.449
Energy above the lowest of the compared OMol25 structures with the same formula, charge and spin, kcal per mole: 9.5
SMILES: CS/C(CO)=C(/C)B(O)O
Total energy, eV: -23016.84286

Geometry (Å):
C  1.104  -2.805  0.005
S  -0.321  -1.835  -0.537
C  0.120  -0.289  -0.007
C  0.978  -0.260  1.195
O  2.367  -0.042  0.870
C  -0.745  1.001  -0.596
C  -0.351  2.411  -0.256
B  -2.006  0.704  -1.479
O  -3.015  1.639  -1.592
O  -2.065  -0.530  -2.038
H  1.419  -2.879  1.081
H  2.002  -2.528  -0.536
H  0.968  -3.867  -0.408
H  0.607  0.517  1.776
H  1.039  -1.081  1.881
H  2.275  0.604  0.167
H  0.623  2.716  -0.523
H  -0.354  2.465  0.901
H  -1.034  3.143  -0.586
H  -3.873  1.085  -1.614
H  -2.684  -0.598  -2.718

These are the Löwdin partial charges, in e, on atoms 1 to 5: -0.398, 0.973, -0.424, -0.307, -0.052

---

No. 12
Entry from the Open Molecules 2025 dataset: a molecular structure, C5H11BrFO3P (wB97M-V/def2-TZVPD).

Summary:
Frontier orbital gap, eV: 7.407
Energy above the lowest of the compared OMol25 structures with the same formula, charge and spin, kcal per mole: 96.0
Total energy, eV: -93550.72753

Geometry (Å):
C  -2.536  0.330  1.623
C  2.488  1.000  0.142
C  -1.131  0.755  1.332
C  2.459  -0.010  -1.043
C  -1.666  -0.688  -1.362
O  0.316  -2.475  -0.078
O  -0.289  -0.373  1.109
O  1.052  -0.054  -1.543
F  -1.142  -0.802  -2.664
P  -0.231  -1.168  -0.354
Br  -2.860  -2.091  -1.153
H  -2.821  0.131  2.713
H  -3.074  1.183  1.168
H  -2.672  -0.564  1.017
H  1.395  1.075  0.374
H  2.956  0.581  1.033
H  2.785  2.042  -0.048
H  -0.599  1.034  2.216
H  -1.159  1.514  0.505
H  2.797  -0.966  -0.622
H  3.068  0.322  -1.865
H  0.864  -0.776  -2.503

These are the Löwdin partial charges, in e, on atoms 1 to 5: -0.088, -0.051, -0.330, -0.204, -0.881

---

Among the records above, which one has the lowest energy above the lowest of the compared OMol25 structures with the same formula, charge and spin? C5H11BO

---

Among the records above, which one has the lowest energy above the lowest of the compared OMol25 structures with the same formula, charge and spin? C5H11BO